276
Properties=species:S:1:pos:R:3:mulliken_charge:R:1 method="wB97M-V/def2-TZVPD" smiles=CC1(C)CCCC(C)(C)N1O.CC1(C)CCCC(C)(C)N1O.CC1(C)CCCC(C)(C)N1O.CC1(C)CCCC(C)(C)N1O.CC1(C)CCCC(C)(C)N1O.CC1(C)CCCC(C)(C)N1O.CC1(C)CCCC(C)(C)N1O.CC1(C)CCCC(C)(C)N1O.CC1(C)CCCC(C)(C)N1O.O.O mol_weight_g_mol=1451.3 homo_ev=-8.4 energy_ev=-122755.745 multiplicity=1 total_charge=0 relative_energy_kj_mol=301.6 gap_ev=8.7659 e_lumo_ev=0.38 fmax_ev_per_a=3.58
N -6.343 1.017 -0.535 1.08
H -0.521 -4.524 5.609 -0.27
H -4.248 2.361 1.538 -0.22
H 1.709 -3.657 7.973 0.77
H 0.303 -3.752 -9.083 0.33
H -8.434 1.344 2.142 0.40
N -5.475 -3.149 -2.249 1.08
H 0.590 4.950 -6.479 0.38
C 0.050 5.721 0.498 -2.64
N 3.426 -5.197 5.589 0.00
H 3.670 -5.232 9.072 0.44
H -3.882 0.949 2.499 -0.66
H 2.640 1.733 0.847 0.19
H -3.191 4.481 1.041 0.43
H -0.338 0.921 -4.033 -0.03
H -3.975 -0.376 0.377 0.41
H -5.118 -1.786 4.864 0.38
H -0.200 2.851 -5.533 0.34
N 5.405 4.690 0.808 -0.18
C 1.419 -4.745 -7.523 -1.25
C -6.959 -2.641 -0.367 -1.32
C 0.223 3.607 -4.832 -1.36
H -0.984 -4.402 3.916 0.20
H 1.670 -0.297 -7.759 0.12
C -4.399 2.589 -1.410 -0.69
H 0.825 -4.095 -1.277 0.40
C -1.728 -2.791 5.015 2.30
H -0.028 -2.104 5.986 1.51
C -3.476 -1.385 6.189 2.16
H 2.695 0.374 2.805 0.62
O 4.102 4.291 1.407 -0.08
O -2.560 5.862 3.100 -0.48
H 2.045 4.318 -2.687 -0.08
C -7.461 -4.712 -1.648 -1.57
H 0.511 -2.426 -1.949 0.26
H -5.859 -4.458 -4.716 0.43
H 7.781 4.126 -0.044 0.28
H -2.394 0.452 5.656 -0.10
H 6.300 1.543 0.074 0.28
H -4.476 -2.369 -4.569 0.54
H 3.512 -3.926 -9.113 0.44
N -2.626 -2.557 6.180 0.25
H 1.975 -5.445 -8.279 0.39
N 1.536 -1.355 -0.043 1.30
H 2.971 4.114 -6.867 0.55
H 1.499 5.399 -5.016 0.32
C 2.858 -5.019 7.018 1.96
H 6.217 -4.757 5.662 0.38
H 1.372 3.237 -1.537 -0.97
C 0.698 -0.843 -7.731 -1.51
C 0.900 2.751 -3.704 1.88
H -0.629 4.186 -4.389 0.39
C 2.157 -3.649 7.032 -0.90
C -0.811 -1.603 0.495 -1.41
C -0.497 4.835 3.109 2.07
H -4.899 -6.277 -1.600 0.39
O 3.859 -0.910 -2.686 -1.04
H -3.260 -2.173 -3.176 -0.17
C -6.770 1.512 0.784 1.91
H -5.775 3.378 0.683 0.05
H 3.553 4.268 -3.851 0.00
H -2.056 -0.297 7.373 0.42
H -7.092 3.383 1.815 0.42
H 1.702 -6.212 8.429 0.32
C -6.750 3.026 0.807 -1.57
H -4.289 -5.227 -4.767 0.38
H -0.568 -0.894 4.777 -0.68
C 0.221 -3.135 -1.178 -1.12
H 6.124 5.263 -2.286 0.18
H -1.581 -2.380 0.740 0.46
O -7.064 1.575 -1.581 -0.64
C 2.213 3.626 -6.293 -1.04
H -5.574 -5.819 -3.587 0.29
C 5.683 3.623 -0.073 1.93
H 5.087 -3.745 3.024 0.45
H 7.156 3.095 -1.409 0.46
H -0.785 -3.632 -6.155 0.07
H 2.598 -2.930 4.559 -0.63
H -7.766 -2.269 -1.009 0.42
H 5.680 6.629 2.434 0.41
H 1.740 4.423 0.523 -0.37
H -0.802 1.995 -2.616 0.11
H 5.691 -3.304 6.488 0.42
C 1.718 -0.203 0.894 2.12
O 2.824 -1.971 -0.325 -0.59
H 1.400 3.832 2.919 0.50
H 2.322 1.161 -0.777 -0.79
H -7.373 -3.170 0.513 0.44
H 4.681 -5.950 7.726 0.26
C -0.287 5.340 4.524 -2.18
H 4.766 2.950 -4.095 0.22
C 4.319 -4.324 3.485 -1.69
H 4.507 -3.681 -6.781 0.40
C 2.464 -3.650 -7.251 1.51
H 4.567 4.248 -5.270 0.61
H 1.317 -3.692 6.299 -0.54
H 3.301 -1.124 2.083 0.36
H 4.047 7.060 1.829 0.22
O 2.775 1.373 -3.398 2.35
C -5.875 0.902 1.838 -1.72
C -5.272 -4.567 -0.273 -0.65
C 2.377 -0.532 2.265 -1.34
C -1.313 -4.273 4.942 -1.35
H -3.403 2.461 -1.797 -0.01
H -3.631 -5.927 -0.420 0.59
H 0.619 -1.133 -8.787 0.36
C -1.937 7.166 0.576 -2.18
H -5.000 -2.620 7.194 0.45
C 6.971 3.944 -0.789 -1.43
H 4.049 0.923 -5.480 0.13
C -4.237 -1.109 4.933 -2.16
C 5.300 6.136 0.340 2.12
H 4.249 6.023 -1.644 0.13
C -0.685 -0.528 1.562 0.84
H -5.011 2.994 -2.181 0.52
H -4.590 -3.815 0.212 -0.34
C -2.742 -0.075 6.553 -1.43
O 4.140 -6.427 5.512 -0.48
C -2.281 4.687 0.457 -1.50
C 3.444 -2.783 5.225 -0.19
H -6.087 -1.595 -3.095 0.35
H -0.585 2.739 3.737 0.46
H 3.537 3.619 -0.782 -0.39
H 0.162 -2.185 -4.645 0.32
C -1.199 3.434 3.106 -0.67
H 6.612 2.593 1.514 0.58
C 0.228 -1.329 -5.287 -1.88
C -2.606 -2.544 3.713 -1.00
H -3.545 0.088 -2.147 -0.25
H -1.796 3.719 0.248 -0.34
H -2.685 5.144 -0.504 0.56
H 0.173 3.587 0.720 -0.54
H -1.821 7.504 -0.504 0.28
H 1.600 5.600 2.639 0.33
H 7.777 5.646 -1.929 0.39
H 4.984 2.005 1.127 0.29
H -1.290 -2.575 -7.391 0.55
H 4.765 -5.318 3.245 0.41
H 2.350 -1.553 6.677 0.36
C 4.258 -4.072 5.003 1.43
H 0.577 1.057 -2.479 -0.26
C -0.010 1.598 -3.238 -0.95
H 1.414 -2.754 2.136 -0.68
H -1.271 2.864 2.113 -0.69
H 0.173 -2.449 4.276 -0.16
H -7.128 -5.476 -2.349 0.28
H -8.880 1.729 0.595 0.50
O -6.412 -2.511 -3.152 -0.68
H -4.083 -1.566 8.245 0.44
C 0.624 -1.975 -6.632 2.18
H 3.198 -1.675 -5.237 0.16
H -7.926 -5.139 -0.720 0.38
H -6.306 -1.824 -0.088 -0.27
H -2.756 -5.194 -2.682 0.71
C 0.499 -2.352 0.184 1.77
H -1.912 -2.681 2.829 -0.86
H -8.455 0.027 0.746 0.21
C -4.584 0.071 -1.945 -1.59
H 3.987 -5.320 -6.819 0.40
O 2.846 -1.639 -6.131 -0.15
H 4.051 7.493 -0.733 0.48
H -5.007 0.272 -2.926 1.12
C -4.534 -1.640 7.267 -2.02
H -2.793 6.805 3.052 0.43
H 3.396 -4.058 3.007 0.12
C -0.419 -1.940 5.027 -1.32
C 2.972 2.754 -5.314 1.52
H -2.912 7.313 0.857 0.59
H 0.375 1.336 1.620 0.67
H 3.803 -2.377 -8.283 0.29
C -5.133 -4.932 -4.096 -1.73
H -4.776 -0.891 -1.508 -0.12
C 2.974 -2.483 6.635 -1.35
H 0.156 6.325 4.484 0.50
H 2.271 -2.652 -9.194 0.34
H 0.113 0.659 0.018 -0.74
C 1.171 3.697 -2.481 -0.39
H 3.202 2.121 -2.905 -0.89
N 2.030 2.037 -4.430 0.25
O 6.325 0.553 -2.366 -0.58
H 0.792 -5.829 7.024 0.16
H 6.875 0.004 -2.959 0.30
H -2.221 -4.844 5.052 0.63
H -0.122 -0.160 -7.542 0.55
C 5.899 2.360 0.709 -2.26
H 5.486 0.021 -2.459 0.29
C 4.046 3.589 -4.571 -1.44
C -3.543 -4.628 -2.148 -0.33
H 0.579 6.552 0.926 0.72
H 4.055 -1.991 4.768 0.72
H 6.611 7.341 -0.798 0.47
H 4.383 4.159 2.309 0.28
H -1.686 -0.088 1.833 -0.17
C 4.134 6.357 -0.569 -0.94
C -3.382 -1.232 3.705 2.06
H 0.948 -0.581 -5.049 -0.15
H 1.936 -7.062 6.893 0.46
H -3.410 -3.299 3.572 0.67
C 3.983 -5.102 8.029 -1.59
H -5.295 -0.847 7.162 0.38
C -4.573 -3.933 -3.072 1.54
H -2.983 1.000 -0.034 0.30
H -7.708 0.905 -1.751 0.36
H 4.383 1.954 -6.929 0.41
H -6.225 1.339 2.870 0.59
C 1.195 4.536 -5.590 -0.68
H 3.180 6.025 -0.190 -0.22
H 3.830 -2.382 7.265 0.68
H 1.188 -5.263 -6.659 0.42
H -1.945 -3.490 7.759 0.35
H 3.304 -0.222 -3.060 -0.08
H -0.212 -1.050 2.397 -0.90
C 5.118 7.022 1.573 -1.74
H 0.340 4.356 -2.475 0.74
C 3.659 1.634 -6.178 -1.43
H 4.760 3.984 -2.005 -1.26
C 4.577 3.353 -1.121 1.23
H 3.582 -1.137 -1.779 0.54
H -3.040 -3.883 -1.493 -0.80
N -1.274 5.910 2.506 -0.02
C -3.965 0.670 0.288 -0.58
H -4.753 -0.138 4.925 0.44
H 3.674 0.506 0.117 0.90
C 3.683 -4.294 -6.505 -1.80
H -0.831 -3.377 -1.407 -0.25
C 6.852 5.319 -1.487 -0.41
C 0.096 -4.120 -8.081 -1.05
H 0.130 5.914 -0.569 0.49
C 3.021 -3.124 -8.552 -1.56
C 0.903 4.719 2.510 -1.96
H 7.469 6.259 0.286 0.28
H 0.498 4.750 5.022 0.36
H 0.014 -3.862 1.759 0.22
H 2.722 1.134 -6.592 -0.11
C 0.878 -3.295 1.351 -0.84
H -3.425 0.639 7.050 0.48
C -3.812 -2.854 -3.851 -1.68
H -3.113 -3.320 -4.566 0.31
H -2.255 3.580 3.383 0.61
H 4.626 2.303 -1.464 0.06
H 5.031 -6.207 5.847 0.37
C 0.764 4.478 1.009 1.77
H -0.660 -4.840 -8.254 0.51
C -4.389 1.276 1.591 0.90
C 0.373 0.436 1.040 -0.73
C 2.637 0.828 0.224 -1.16
C -1.410 5.831 0.983 2.70
H 4.627 -4.231 8.007 0.35
N 1.901 -2.651 -6.261 0.10
H -1.178 -1.155 -0.481 0.16
H -1.237 5.309 5.106 0.35
C -4.336 -5.496 -1.097 -1.14
H -3.907 -1.123 2.747 -0.04
C -4.820 1.148 -0.926 1.16
C -6.299 -3.799 -1.195 1.39
C -0.392 -3.061 -7.074 -1.01
H -4.417 3.335 -0.597 -0.02
H 1.553 -4.062 0.980 0.70
H -1.335 7.921 1.126 0.50
C -8.212 1.030 1.098 -1.98
H -2.626 -0.439 3.910 -1.11
O -1.963 -2.565 7.416 -0.56
H 6.242 -3.278 4.827 0.50
H 1.700 -1.185 2.870 -0.87
H 3.299 -2.206 0.542 0.28
H -0.771 -0.824 -5.280 0.45
H -7.384 3.598 0.116 0.31
C 5.703 -3.846 5.570 -1.67
H -5.823 -5.083 0.471 0.66
C 6.610 6.323 -0.406 -1.53
H 1.548 2.971 -6.864 0.18
H -8.181 -4.112 -2.266 0.37
H 3.488 -4.234 -5.421 0.35
C 1.808 -6.091 7.299 -1.62
H -6.033 -0.170 1.829 0.09
H 5.518 8.007 1.230 0.41

129
Properties=species:S:1:pos:R:3:mulliken_charge:R:1 method="wB97M-V/def2-TZVPD" mol_weight_g_mol=838.9 homo_ev=-7.1 energy_ev=-83567.354 multiplicity=1 total_charge=0 relative_energy_kj_mol=0.0 gap_ev=6.6987 e_lumo_ev=-0.39 fmax_ev_per_a=8.73
C 15.351 -6.427 9.750 0.35
O 16.477 -5.732 1.371 -0.52
H 19.047 -0.215 1.335 0.34
C 18.801 -1.291 1.237 -0.45
H 16.743 -2.314 8.283 -0.96
N 14.827 1.136 8.656 -0.41
H 12.962 -5.077 2.929 -0.03
C 14.200 -7.894 6.785 -0.68
H 20.193 -7.799 7.573 0.35
H 18.002 1.079 8.409 0.27
O 10.435 -0.238 5.376 -0.86
H 14.782 1.301 9.749 0.27
H 16.994 -9.891 4.350 0.38
H 18.241 -2.524 10.549 0.46
H 18.446 -8.441 4.903 0.47
O 15.885 -7.540 9.180 -0.64
H 13.622 -7.140 10.461 0.31
N 18.982 -4.641 1.823 -0.58
O 20.015 -2.432 5.247 -0.58
C 19.141 -1.196 9.197 -1.88
N 14.259 -6.323 10.489 -0.28
C 12.480 -4.744 2.047 -0.78
H 12.672 -1.166 6.192 -0.06
N 11.563 -6.463 5.369 -0.27
H 19.990 -1.883 9.123 0.44
H 17.069 0.563 3.241 0.23
H 19.546 -1.718 0.590 0.39
O 18.822 -2.009 2.436 -0.40
H 19.705 -7.597 9.196 0.13
H 18.321 -1.503 3.052 0.08
H 17.026 -7.669 4.298 -0.02
N 19.413 -4.882 3.982 -0.04
N 14.809 -7.331 0.714 -0.42
H 17.462 1.321 4.726 0.14
O 16.912 -9.540 5.233 -0.61
O 15.008 -1.134 4.510 -0.35
H 19.289 -5.319 4.914 0.29
H 16.923 1.757 9.627 0.17
O 13.791 -7.848 5.428 -0.66
N 19.620 -7.284 8.239 -0.36
H 17.331 -1.239 -0.312 0.46
N 14.579 -2.279 10.130 -0.12
C 17.392 -8.285 5.138 0.11
H 16.982 -3.166 4.768 -0.28
N 17.026 1.240 8.761 -0.27
H 17.432 -3.450 6.373 -0.48
H 21.072 -2.076 7.045 0.46
N 15.978 -5.289 9.758 -0.25
C 15.470 -6.606 1.617 0.14
N 10.396 -4.563 5.429 -0.36
H 12.544 -2.691 5.316 -0.65
H 18.290 -4.952 1.118 0.32
C 15.985 0.659 8.206 -0.26
H 18.966 -3.620 1.914 0.57
O 19.092 -5.675 6.631 -0.75
H 9.585 -1.905 3.815 0.22
H 9.546 -4.831 5.919 0.24
H 13.889 -5.459 10.690 0.21
H 14.345 -4.626 5.184 -1.09
N 10.574 -2.184 4.158 -0.31
C 11.580 -5.130 5.449 -0.30
H 19.306 -1.737 5.266 0.17
C 19.114 -6.134 7.927 0.20
C 14.600 -1.560 3.249 -0.44
H 17.175 -1.294 10.138 0.65
O 18.896 -6.837 2.854 -0.73
O 16.066 -0.367 7.272 -0.17
N 13.911 -0.779 2.456 -0.04
H 17.307 -7.765 6.072 -0.31
H 11.604 -5.372 1.707 0.27
H 16.921 -0.875 5.122 -0.53
H 15.804 -2.951 6.200 -0.14
N 14.290 -3.620 8.425 0.48
C 17.377 -1.620 0.710 -0.49
H 12.819 -2.812 2.352 0.37
H 13.473 0.075 2.951 0.32
H 17.059 -5.514 5.173 -1.13
H 15.187 -8.337 6.994 0.31
H 11.094 -2.898 3.651 0.26
H 19.409 -0.383 9.756 0.54
O 17.386 -2.804 8.744 1.15
H 16.775 -5.406 9.146 -0.08
H 14.108 -8.611 4.934 0.29
H 20.916 -3.779 6.550 0.29
H 10.397 -3.552 5.238 0.25
H 13.508 -1.096 1.586 0.27
H 13.153 -4.842 1.254 0.52
N 18.709 -5.389 8.957 -0.38
H 16.588 -1.185 1.242 0.03
H 14.358 -7.542 3.099 0.12
C 11.083 -1.368 5.018 0.63
O 13.383 -1.416 8.206 -0.75
H 19.537 -2.888 7.155 -0.64
O 12.088 -3.418 2.211 -0.70
H 15.435 -3.411 3.357 -1.50
H 15.188 -2.909 10.582 0.07
O 12.772 -4.409 5.537 -0.01
H 19.653 -3.866 3.998 0.16
H 13.471 -8.524 7.278 0.58
N 14.924 -2.707 2.736 1.34
O 17.783 -0.801 4.683 0.60
H 14.901 -4.366 8.817 0.06
C 16.599 -3.524 5.710 1.61
C 17.915 -1.943 9.711 -0.37
H 18.395 -4.396 8.691 -0.14
H 13.911 -7.758 0.791 0.17
H 16.016 -5.493 6.598 -0.93
O 15.141 -5.005 4.720 2.10
H 14.832 -2.913 1.780 0.50
C 14.147 -2.414 8.907 0.35
C 20.416 -2.805 6.540 0.06
H 13.839 -3.851 7.537 -0.36
C 19.025 -5.481 2.866 0.60
H 10.810 -7.060 5.028 0.26
H 19.023 -0.874 8.190 0.26
N 15.124 -6.920 2.827 0.48
H 17.176 -2.700 0.805 -0.02
H 12.461 -6.887 5.290 0.21
N 12.210 -1.734 5.463 0.75
H 14.220 -6.948 7.268 -0.20
H 15.132 -7.126 -0.263 0.31
H 14.396 -1.419 10.751 0.31
C 16.208 -4.999 5.633 1.82
H 16.132 -4.759 10.577 0.31
H 14.064 0.615 8.226 0.26
H 18.594 -5.851 9.917 0.31
C 17.805 0.473 4.070 -1.06
H 15.475 -6.433 3.633 -0.77
H 18.788 0.687 3.640 0.46